Entry from OMol25: C3H7IN3 as an isolated structure (the ωB97M-V functional and the def2-TZVPD basis).

```
14
Properties=species:S:1:pos:R:3:nbo_charge:R:1
C -0.70 -1.11 0.77 0.07
C 0.83 1.61 -0.86 0.34
C -1.65 -1.80 1.69 -0.68
N -0.57 0.10 0.66 -0.09
N 0.63 0.33 -0.80 -0.54
N 1.71 2.26 -1.64 -0.77
I 1.38 -1.28 -1.70 0.51
H -0.18 -1.75 0.15 0.20
H 0.06 2.14 -0.29 0.25
H -1.32 -2.81 1.76 0.26
H -2.61 -1.37 1.39 0.28
H -1.61 -1.46 2.79 0.27
H 1.92 3.28 -1.40 0.45
H 2.10 1.86 -2.52 0.44
```

Calculated values
Kohn-Sham gap (alpha / beta)   8.98 / 8.98 eV
Net charge   +1



Entry from OMol25: an isolated ion of composition C3H7INO and charge +1 (the ωB97M-V functional and the def2-TZVPD basis).

```
13
Properties=species:S:1:pos:R:3:nbo_charge:R:1
C -1.85 0.25 0.55 -0.43
N -0.75 0.08 -0.40 -0.56
C 0.58 0.26 0.20 0.17
O 1.20 -0.89 0.57 -0.50
C 2.07 -0.60 -0.51 -0.08
I 3.87 0.31 -0.11 0.29
H -1.35 -0.23 1.51 0.24
H -2.17 1.27 0.82 0.26
H -2.68 -0.22 0.07 0.24
H -0.86 0.69 -1.26 0.46
H -0.65 -1.05 -0.69 0.47
H 0.65 1.11 0.77 0.20
H 1.94 -0.97 -1.53 0.23
```

Calculated values
Kohn-Sham gap   9.17 eV
Net charge   +1
Structure (SMILES)   C[NH2+][C@H]1O[C@@H]1I



Entry from OMol25: an isolated ion of composition C3H7INO2S and charge +1 (the ωB97M-V functional and the def2-TZVPD basis).

```
15
Properties=species:S:1:pos:R:3:nbo_charge:R:1
C -0.98 -1.27 1.02 0.08
N -0.14 -0.63 0.31 -0.36
C 1.10 0.04 0.43 -0.28
C 0.68 1.55 0.57 -0.62
S -0.91 -0.55 -1.49 1.79
O -2.18 -1.06 -1.50 -0.82
O -0.65 1.10 -2.03 -0.76
I 0.63 -2.02 -2.69 0.21
H -1.99 -1.49 0.78 0.26
H -0.70 -1.53 2.05 0.23
H 1.56 -0.35 1.24 0.24
H 1.71 0.19 -0.46 0.28
H 0.11 1.60 1.38 0.20
H 1.53 2.32 0.72 0.26
H 0.25 2.08 -0.32 0.28
```

Calculated values
Kohn-Sham gap   8.11 eV
Net charge   +1
Structure (SMILES)   C=[N+](CC)S(=O)(=O)I



Entry from OMol25: a 2-piece molecular cluster, C3H7INS overall (the ωB97M-V functional and the def2-TZVPD basis).

```
13
Properties=species:S:1:pos:R:3:nbo_charge:R:1
C -0.63 0.85 1.06 -0.35
C 1.22 -0.23 0.94 -0.33
C -0.18 -0.55 1.49 0.16
N 0.79 1.11 0.69 -0.60
S -1.10 -1.20 -1.83 -0.39
I -1.18 -2.25 1.98 0.59
H -1.32 0.91 0.19 0.29
H -1.04 1.30 1.89 0.27
H 2.21 -0.45 1.53 0.29
H 1.24 -0.67 0.03 0.27
H -2.06 -1.13 -2.91 0.21
H 1.19 1.98 1.02 0.42
H -0.83 -2.40 -2.41 0.18
```

Calculated values
Kohn-Sham gap (alpha / beta)   6.50 / 6.50 eV
Net charge   +1



Entry from OMol25: an isolated ion of composition C3H7INS and charge +1 (the ωB97M-V functional and the def2-TZVPD basis).

```
13
Properties=species:S:1:pos:R:3:nbo_charge:R:1
S 0.92 1.88 0.61 0.01
C 1.43 0.70 -0.74 -0.53
C 0.30 -0.40 -0.73 -0.26
N -0.29 -0.56 0.61 -0.57
C -1.63 -0.61 1.00 0.08
I -3.28 -0.87 -0.25 0.46
H 0.02 0.96 1.01 0.11
H 2.45 0.26 -0.50 0.24
H 1.62 1.34 -1.60 0.27
H -0.60 -0.03 -1.32 0.23
H 0.71 -1.37 -1.14 0.26
H 0.20 -1.28 1.16 0.46
H -1.87 -0.03 1.89 0.25
```

Calculated values
Kohn-Sham gap (alpha / beta)   5.63 / 5.63 eV
Net charge   +1
Structure (SMILES)   SCC/[NH+]=C\I



Entry from OMol25: C3H7LuO2 as an isolated structure (the ωB97M-V functional and the def2-TZVPD basis).

```
13
Properties=species:S:1:pos:R:3:nbo_charge:R:1
C -0.22 -1.16 -0.28 -0.66
O 1.14 -0.94 0.18 -0.42
C 1.71 0.20 -0.11 0.33
C 1.30 1.11 -1.04 -0.84
H -1.75 -0.83 1.60 0.61
H -0.05 -1.62 -1.28 0.25
H -0.93 -1.93 0.03 0.24
H 2.50 0.45 0.61 0.25
H 0.73 0.82 -1.92 0.25
H 1.80 2.08 -1.04 0.29
Lu -1.14 1.24 -0.14 2.24
O -2.08 0.27 1.58 -1.08
H -3.01 0.31 1.82 0.56
```

Calculated values
Kohn-Sham gap   7.66 eV
Net charge   +2



Entry from OMol25: a 2-piece molecular cluster, C3H7N overall (the ωB97M-V functional and the def2-TZVPD basis).

```
11
Properties=species:S:1:pos:R:3:nbo_charge:R:1
C -3.02 -4.54 -1.56 -0.38
C -1.77 -4.71 -2.07 -0.39
H -3.16 -4.75 -0.51 0.19
H -3.81 -3.95 -2.15 0.20
H -0.98 -5.05 -1.42 0.19
H -1.71 -4.87 -3.07 0.19
C 2.82 5.67 2.54 -0.54
N 2.96 4.79 1.57 -0.92
H 2.74 6.70 2.25 0.08
H 2.48 5.42 3.49 0.10
H 3.45 5.29 0.93 0.28
```

Calculated values
Kohn-Sham gap (alpha / beta)   1.29 / 5.26 eV
Spin multiplicity   2
Net charge   -1



Entry from OMol25: the molecule C3H7N (the ωB97M-V functional and the def2-TZVPD basis).

```
11
Properties=species:S:1:pos:R:3:nbo_charge:R:1
C -1.78 0.04 -0.23 -0.42
C -0.68 -0.50 0.39 -0.20
C 0.63 0.41 0.39 -0.25
N 1.67 -0.37 -0.22 -0.84
H -1.67 1.03 -0.73 0.20
H -2.83 -0.44 -0.10 0.21
H -0.48 -1.59 0.70 0.22
H 1.05 0.62 1.41 0.19
H 0.36 1.33 -0.11 0.16
H 1.20 -0.76 -1.05 0.36
H 2.52 0.24 -0.47 0.36
```

Calculated values
Kohn-Sham gap   10.58 eV
Net charge   0
Structure (SMILES)   C=CCN



Entry from OMol25: a 2-piece molecular cluster, C3H7N overall (the ωB97M-V functional and the def2-TZVPD basis).

```
11
Properties=species:S:1:pos:R:3:nbo_charge:R:1
C -1.05 0.98 0.10 -0.25
N 0.08 0.35 0.15 -0.21
C 0.87 -0.65 0.53 -0.24
C 1.39 0.31 -0.47 -0.24
H -1.82 -1.85 -0.22 -0.03
H -1.19 1.74 -0.66 0.19
H -1.80 0.77 0.85 0.20
H 1.16 -0.87 1.55 0.21
H -1.09 -1.94 -0.07 0.01
H 2.02 1.16 -0.23 0.18
H 1.42 0.01 -1.52 0.18
```

Calculated values
Kohn-Sham gap (alpha / beta)   8.62 / 8.62 eV
Net charge   0



Entry from OMol25: the molecule C3H7N (the ωB97M-V functional and the def2-TZVPD basis).

```
11
Properties=species:S:1:pos:R:3:nbo_charge:R:1
C 0.97 -0.82 -0.30 -0.44
N 0.38 0.58 -0.44 -0.40
C -1.13 0.20 -0.34 -0.33
C -0.31 1.01 0.81 -0.27
H 2.09 -0.76 0.28 0.18
H 0.46 -1.57 0.14 0.18
H 1.43 -0.94 -1.43 0.23
H -1.61 -0.95 -0.39 0.23
H -1.72 1.01 -0.91 0.20
H 0.04 0.23 1.58 0.20
H -0.60 2.02 1.00 0.22
```

Calculated values
Kohn-Sham gap   10.42 eV
Net charge   0
Structure (SMILES)   CN1CC1



Entry from OMol25: the molecule C3H7N (the ωB97M-V functional and the def2-TZVPD basis).

```
11
Properties=species:S:1:pos:R:3:nbo_charge:R:1
C -0.40 0.99 0.00 -0.44
C -0.97 -0.41 0.03 -0.24
N 0.42 -1.02 -0.21 -0.61
C 0.98 0.33 0.05 -0.22
H -0.53 1.79 0.70 0.21
H -0.61 1.54 -1.00 0.20
H -1.88 -0.63 -0.61 0.20
H -1.57 -0.64 1.01 0.18
H 0.76 -1.58 0.60 0.35
H 1.52 0.49 1.01 0.18
H 1.75 0.68 -0.74 0.18
```

Calculated values
Kohn-Sham gap   10.32 eV
Net charge   0
Structure (SMILES)   C1CNC1



Entry from OMol25: the molecule C3H7N (the ωB97M-V functional and the def2-TZVPD basis).

```
11
Properties=species:S:1:pos:R:3:nbo_charge:R:1
C 1.22 0.59 0.24 -0.41
N 0.39 -0.42 -0.40 -0.40
C -0.78 -0.77 0.38 -0.26
C -0.93 -0.01 -0.88 -0.26
H 0.63 1.32 0.82 0.16
H 1.84 1.14 -0.47 0.20
H 1.90 0.08 0.94 0.20
H -1.02 -1.83 0.45 0.20
H -0.93 -0.22 1.31 0.18
H -1.27 -0.49 -1.80 0.20
H -1.22 1.04 -0.79 0.19
```

Calculated values
Kohn-Sham gap   10.48 eV
Net charge   0
Structure (SMILES)   CN1CC1



For each record above, in turn, the calculated energy relative to the best compared isomer or geometry (same formula, charge and spin) values are 67.90 83.14 51.36 67.96 54.99 0.00 47.83 29.44 102.07 83.29 34.60 23.67 kcal/mol.
For each record above, in turn, the calculated max |F| values are 3.7 5.1 11.8 5.5 4.2 4.5 3.8 2.5 0.6 9.8 3.5 0.4 eV Å⁻¹.
For each record above, in turn, the calculated energy values are -15785.3486 -14851.7933 -27733.0252 -23639.3743 -23639.9367 -40918.4087 -4710.2881 -4712.8804 -4709.7310 -4710.5452 -4712.6567 -4713.1308 eV.